The following is a quantum chemistry calculation of a molecular structure, C29H46BInN14 in a non-equilibrium geometry, from the Open Molecules 2025 dataset.

Structure (XYZ):
```
91
Properties=species:S:1:pos:R:3:forces:R:3:lowdin_charge:R:1
In 0.794 0.133 -0.443 0.5 0.0 -0.7 0.9181
C 2.735 4.095 2.027 0.8 1.1 0.5 -0.0591
C 2.085 4.183 0.788 0.1 0.2 -0.2 -0.1532
N 1.130 3.295 0.663 -0.4 -0.3 0.6 0.0824
N 1.144 2.632 1.847 -1.2 -0.7 0.4 -0.0178
C 2.063 3.135 2.704 0.1 -1.4 -0.2 -0.1100
B -0.004 1.742 2.313 0.2 -0.7 1.6 -0.6876
N -1.132 1.707 1.296 0.0 0.2 0.5 0.0236
C -2.296 2.339 1.449 -1.2 0.5 -1.5 0.0033
C -3.002 2.255 0.208 2.5 0.6 1.4 -0.0074
C -2.049 1.669 -0.648 -2.1 -0.7 -0.3 -0.1020
N -0.986 1.271 0.047 0.2 -0.1 -1.1 -0.0338
N 0.534 0.282 2.678 -0.7 2.4 -3.8 0.0490
C 0.753 -0.300 3.812 0.9 -1.0 0.3 -0.0555
C 1.373 -1.494 3.545 0.4 -0.9 -0.7 -0.0135
C 1.459 -1.561 2.159 1.1 -1.5 -0.3 -0.1392
N 0.999 -0.456 1.606 -1.0 0.2 1.9 -0.0150
N -0.632 2.218 3.624 1.4 1.9 0.6 -0.0623
C -0.468 3.495 4.153 -2.6 -1.1 1.0 -0.0385
C -1.426 3.610 5.185 0.7 -1.6 -1.5 -0.0247
C -2.057 2.320 5.202 0.6 1.0 0.1 -0.1542
N -1.546 1.513 4.311 -0.1 -0.4 -1.1 0.0513
H 3.551 4.691 2.416 -0.1 0.0 -0.2 0.1059
H 2.204 4.889 0.004 0.4 0.4 -0.5 0.1026
H 2.145 2.658 3.677 0.3 0.4 -0.2 0.1401
H -2.502 2.956 2.332 -0.1 -0.8 -0.4 0.1411
H -3.937 2.738 0.022 -0.2 0.0 -0.3 0.0978
H -2.266 1.376 -1.690 0.7 0.1 0.7 0.1285
H 0.537 0.173 4.721 -0.4 0.5 1.0 0.1228
H 1.800 -2.220 4.185 0.0 -0.4 0.7 0.0983
H 1.888 -2.373 1.533 -0.4 0.7 0.6 0.1229
H 0.179 4.215 3.702 0.2 0.2 0.0 0.1072
H -1.673 4.427 5.813 0.1 0.6 0.3 0.0787
H -2.869 1.928 5.772 -0.2 0.1 0.6 0.0969
C -4.125 -0.794 -3.185 -2.3 0.6 -1.0 -0.0595
N -4.528 -0.788 -1.808 -0.4 -0.3 -0.7 -0.1199
C -5.433 0.255 -1.421 1.4 0.3 0.9 -0.1316
C -5.497 -0.009 0.073 -2.2 0.3 0.6 -0.1510
N -4.276 -0.642 0.385 2.0 -0.4 -2.0 -0.1101
C -4.006 -1.016 1.708 0.4 0.4 1.1 -0.0482
C -3.705 -1.167 -0.760 -0.2 0.5 -0.6 -0.3528
N -2.632 -1.812 -1.018 -0.4 -0.2 -0.2 0.0997
C -1.705 -2.162 0.001 -0.5 0.8 1.0 -0.2592
C -0.481 -2.790 -0.608 -0.2 0.1 -0.2 -0.2235
N 0.262 -1.780 -1.363 1.0 0.3 -1.3 -0.0037
C 0.909 -2.229 -2.457 -0.4 -1.1 0.8 -0.3716
N 1.056 -1.572 -3.601 -0.7 0.9 0.7 -0.0707
C 0.166 -0.485 -3.900 0.4 1.6 -2.8 -0.0318
C 1.747 -2.351 -4.626 0.9 1.8 -0.1 -0.0917
C 2.130 -3.615 -3.903 -0.2 -0.6 0.9 -0.0848
N 1.420 -3.498 -2.585 0.2 0.6 0.6 -0.0598
C 2.023 -4.109 -1.380 2.1 -1.8 -2.5 -0.0226
H -3.155 -1.146 -3.262 1.8 -1.1 -0.2 0.0224
H -4.122 0.239 -3.660 -0.2 -0.9 0.7 0.1051
H -4.850 -1.437 -3.773 1.0 0.7 0.4 0.1123
H -6.364 0.276 -1.945 -0.6 -0.3 -0.2 0.1223
H -4.881 1.184 -1.633 -0.5 0.4 0.1 0.1059
H -6.335 -0.702 0.337 0.2 0.5 -0.3 0.1423
H -5.632 0.903 0.666 0.0 -0.1 -0.1 0.1214
H -4.277 -0.151 2.287 -0.6 0.1 0.8 0.0908
H -2.968 -1.123 1.988 0.4 -0.2 -0.5 0.0758
H -4.531 -1.911 1.983 -0.5 -0.4 0.5 0.0976
H -2.145 -2.782 0.828 0.5 0.1 -0.7 0.1352
H -1.387 -1.207 0.497 0.1 -0.7 0.1 0.0770
H -0.715 -3.577 -1.331 -0.3 -0.1 0.5 0.1333
H 0.097 -3.171 0.206 0.6 -0.5 0.5 0.0777
H -0.858 -0.597 -3.600 -0.5 -0.8 0.3 0.0697
H 0.201 -0.308 -5.036 -0.2 -0.5 1.5 0.1291
H 0.455 0.502 -3.534 0.6 -0.1 0.4 0.0736
H 2.651 -1.797 -4.917 -0.1 -0.1 0.0 0.1315
H 1.145 -2.351 -5.528 -0.4 -0.8 0.0 0.1283
H 3.220 -3.706 -3.757 -0.4 0.2 0.1 0.1309
H 1.801 -4.503 -4.416 -0.2 -0.4 -0.1 0.1210
H 2.669 -3.393 -0.836 -0.5 -0.4 -0.1 0.0767
H 2.702 -4.934 -1.861 -0.9 1.5 1.3 0.1314
H 1.326 -4.670 -0.786 -0.4 0.2 0.4 0.0724
C 4.108 -1.056 -0.704 -1.5 0.6 -0.2 -0.0569
C 4.011 0.484 -0.751 0.1 -1.0 2.0 -0.7065
C 4.971 1.127 -1.687 1.6 0.6 -0.6 -0.0741
C 4.394 0.913 0.692 -1.0 0.3 0.4 -0.0483
C 2.643 0.990 -1.068 -1.2 0.8 -0.3 -0.0869
H 5.115 -1.337 -0.505 0.8 -0.4 0.0 0.0828
H 3.751 -1.469 -1.650 0.2 -0.3 -0.1 0.0713
H 3.470 -1.440 0.125 0.4 0.2 -0.5 0.0609
H 6.062 0.962 -1.498 -0.9 -0.3 0.1 0.1077
H 4.858 2.213 -1.558 -0.1 -0.2 -0.5 0.0917
H 4.766 0.797 -2.705 0.0 0.4 -0.2 0.0873
H 5.360 0.609 1.056 0.7 -0.4 -0.4 0.0857
H 3.701 0.556 1.482 0.0 0.3 -0.6 0.0832
H 4.408 1.984 0.686 -0.1 0.8 0.4 0.0667
H 2.480 2.053 -1.394 0.7 -1.1 0.3 0.0475
```
Positions in Å, forces in eV/Å.

Results
Kohn-Sham gap (spin up / spin down): 8.71 / 7.95 eV
HOMO (spin up / spin down): -10.4 / -10.4 eV
DFT total energy: -2114.0068 Ha
charge: +1
relative energy (zero: lowest compared OMol25 entry of this formula, charge and spin): 27.9 kcal/mol
⟨S²⟩: 0.755
spin multiplicity: 2